Entry 1:
The following is a quantum chemistry calculation of 14 unconnected molecules or ions with the total composition C5H39NO15, from the OMol25 dataset.

Bonds (Å) are listed after each position.
Cartesian coordinates (Å):
1 C -2.1137 -1.1930 1.3811  C2 1.553, C4 1.524, H9 1.091, H10 1.090
2 C -2.9466 -1.4642 0.0984  C1 1.553, O3 1.424, H11 1.084, H12 1.094
3 O -2.9260 -0.4437 -0.8947  C2 1.424, H13 0.997
4 C -0.9186 -0.2592 1.2269  C1 1.524, N5 1.496, H14 1.084, H15 1.088
5 N 0.3279 -0.8504 0.6478  C4 1.496, C6 1.463, H16 1.016
6 C 1.1712 -1.4780 1.6649  N5 1.463, C7 1.543, H17 1.094, H18 1.096
7 C 2.4444 -2.1248 1.0802  C6 1.543, O8 1.427, H19 1.092, H20 1.098
8 O 2.2514 -3.1518 0.1090  C7 1.427, H21 0.964
9 H -1.7366 -2.1526 1.7386  C1 1.091
10 H -2.6783 -0.7390 2.1954  C1 1.090
11 H -2.5218 -2.3693 -0.3217  C2 1.084
12 H -4.0012 -1.5405 0.3776  C2 1.094
13 H -3.3231 0.3813 -0.5013  O3 0.997
14 H -0.6315 0.2366 2.1475  C4 1.084
15 H -1.1045 0.5389 0.5114  C4 1.088
16 H 0.8285 -0.2958 -0.0413  N5 1.016
17 H 0.5527 -2.1947 2.2135  C6 1.094
18 H 1.6412 -0.8522 2.4320  C6 1.096
19 H 2.9638 -2.6446 1.8876  C7 1.092
20 H 3.0919 -1.3384 0.6714  C7 1.098
21 H 1.7166 -2.7814 -0.6024  O8 0.964
22 H 0.8472 -2.3194 -3.0872  O24 0.998
23 H 1.3367 -1.6740 -4.4816  O24 0.971
24 O 1.4951 -1.6987 -3.5244  H22 0.998, H23 0.971
25 H 2.1243 2.0631 2.6027  O27 0.986
26 H 1.1069 1.2473 1.7851  O27 0.961
27 O 1.3861 1.4153 2.6891  H25 0.986, H26 0.961
28 H 4.6370 2.2967 -1.0377  O30 0.942
29 H 3.3229 1.5819 -0.8662  O30 0.974
30 O 3.8199 2.3674 -0.5746  H28 0.942, H29 0.974
31 H -1.0774 1.7725 -3.6453  O33 0.946
32 H -0.9249 0.2270 -3.4116  O33 1.021
33 O -0.4226 1.1144 -3.4640  H31 0.946, H32 1.021
34 H -1.9688 3.5841 1.5077  O36 0.983
35 H -1.5546 3.5639 -0.0760  O36 0.981
36 O -2.2768 3.4696 0.5814  H34 0.983, H35 0.981
37 H 4.2870 2.6032 2.0867  O39 0.958
38 H 3.2837 3.4557 1.3074  O39 0.964
39 O 3.4302 3.0258 2.1577  H37 0.958, H38 0.964
40 H 0.6285 3.8097 -1.2320  O42 0.976
41 H -0.2488 2.8553 -1.9831  O42 0.965
42 O -0.0607 3.1355 -1.0793  H40 0.976, H41 0.965
43 H -0.0396 -3.8166 1.1516  O45 0.967
44 H 0.1626 -5.1270 0.4423  O45 0.955
45 O -0.4842 -4.4339 0.5550  H43 0.967, H44 0.955
46 H -1.2847 -1.7317 -2.6492  O48 0.982
47 H -2.3290 -0.6756 -2.5041  O48 0.980
48 O -1.6786 -0.9946 -3.1640  H46 0.982, H47 0.980
49 H -3.2075 2.2965 0.4642  O51 1.017
50 H -4.3323 2.2607 -0.5266  O51 0.949
51 O -3.9708 1.7023 0.1500  H49 1.017, H50 0.949
52 H -0.9445 1.9118 4.6774  O54 0.943
53 H -0.0916 1.9986 3.3433  O54 0.995
54 O -0.9142 2.2959 3.8167  H52 0.943, H53 0.995
55 H 0.0248 -1.9463 -0.8894  O57 0.994
56 H -0.6080 -3.4121 -0.9843  O57 0.992
57 O -0.2817 -2.6470 -1.5246  H55 0.994, H56 0.992
58 H 2.1651 -0.0208 -2.4750  O60 0.980
59 H 0.8440 0.5946 -2.3250  O60 0.997
60 O 1.7116 0.5659 -1.8346  H58 0.980, H59 0.997

Charge   0
Electronic energy   -38021.8120 eV
HOMO energy   -9.15 eV
Energy above the lowest of the compared OMol25 structures with the same formula, charge and spin   65.7 kcal per mole

---

Entry 2:
The following is a quantum chemistry calculation of a single C4H5Cl2NS molecule, from the OMol25 dataset.

Bonds (Å) are listed after each position.
Cartesian coordinates (Å):
1 C -0.5510 -0.9462 1.1700  C2 1.367, C3 1.499, Cl7 1.748
2 C -1.6175 -1.1247 0.3341  C1 1.367, S6 1.785, Cl8 1.664
3 C 0.4095 0.0987 0.6870  C1 1.499, N5 1.457, H9 1.023, H10 1.021
4 C 1.0222 1.1520 -1.3168  N5 1.460, H11 1.106, H12 1.095, H13 1.084
5 N 0.3293 -0.0078 -0.7639  C3 1.457, C4 1.460, S6 1.729
6 S -1.3330 -0.2311 -1.1850  C2 1.785, N5 1.729
7 Cl -0.2701 -1.8907 2.6142  C1 1.748
8 Cl -2.8662 -2.2080 0.5245  C2 1.664
9 H 0.1023 0.9893 1.0871  C3 1.023
10 H 1.3596 -0.1305 0.9831  C3 1.021
11 H 0.2503 1.9387 -1.4118  C4 1.106
12 H 1.6453 1.5157 -0.4926  C4 1.095
13 H 1.5193 0.8445 -2.2299  C4 1.084

Charge   0
Electronic energy   -41594.1254 eV
2S+1   3
Expectation value of S²   2.01
HOMO energy (alpha / beta)   -5.18 / -8.79 eV
Energy above the lowest of the compared OMol25 structures with the same formula, charge and spin   0.0 kcal per mole

---

Copy entry 2 word for word.
The following is a quantum chemistry calculation of a single C4H5Cl2NS molecule, from the OMol25 dataset.

Bonds (Å) are listed after each position.
Cartesian coordinates (Å):
1 C -0.5510 -0.9462 1.1700  C2 1.367, C3 1.499, Cl7 1.748
2 C -1.6175 -1.1247 0.3341  C1 1.367, S6 1.785, Cl8 1.664
3 C 0.4095 0.0987 0.6870  C1 1.499, N5 1.457, H9 1.023, H10 1.021
4 C 1.0222 1.1520 -1.3168  N5 1.460, H11 1.106, H12 1.095, H13 1.084
5 N 0.3293 -0.0078 -0.7639  C3 1.457, C4 1.460, S6 1.729
6 S -1.3330 -0.2311 -1.1850  C2 1.785, N5 1.729
7 Cl -0.2701 -1.8907 2.6142  C1 1.748
8 Cl -2.8662 -2.2080 0.5245  C2 1.664
9 H 0.1023 0.9893 1.0871  C3 1.023
10 H 1.3596 -0.1305 0.9831  C3 1.021
11 H 0.2503 1.9387 -1.4118  C4 1.106
12 H 1.6453 1.5157 -0.4926  C4 1.095
13 H 1.5193 0.8445 -2.2299  C4 1.084

Charge   0
Electronic energy   -41594.1254 eV
2S+1   3
Expectation value of S²   2.01
HOMO energy (alpha / beta)   -5.18 / -8.79 eV
Energy above the lowest of the compared OMol25 structures with the same formula, charge and spin   0.0 kcal per mole

---

> Among the records above, which one has the lowest energy above the lowest of the compared OMol25 structures with the same formula, charge and spin?

C4H5Cl2NS